Entry 1:
Formula: C6H17N2
Source: the OMol25 dataset
Level of theory: the ωB97M-V functional and the def2-TZVPD basis

Geometry as XYZ:
```
25
Properties=species:S:1:pos:R:3
H 3.76145 1.42504 0.50057
C 2.85251 1.36693 -0.09159
H -2.59125 2.17458 1.45930
H 1.79857 -0.05606 1.19527
C -2.09419 1.40363 0.79074
C -3.04475 0.30996 0.21218
H 2.33149 -1.59467 -1.21791
H 2.71689 -2.11183 0.36518
H 2.19511 2.33805 0.01138
H -0.52390 -0.92426 -0.69651
H 3.85373 -0.98497 -0.57512
H -2.05547 -1.35396 1.26389
N 0.78320 0.24322 -0.48535
N -1.54814 -1.44508 -0.70536
C 2.02764 0.12597 0.08977
H -3.32242 0.60290 -0.78655
H 0.91623 0.53786 -1.47118
H -1.46876 -2.41021 -0.95966
C 2.85906 -1.16630 -0.38550
H 3.16016 1.25096 -1.09473
H -3.38415 -1.82040 -0.03177
C -2.47765 -1.10982 0.29966
H -4.02518 0.42545 0.74785
H -1.40921 1.84587 0.08127
H -1.31095 0.92716 1.48415
```

The calculation puts the molar mass at 117.216 g mol⁻¹. As for the charge: +1. As for the orbital gap: 4.82 eV. The calculation puts the relative energy (zero: lowest compared OMol25 entry of this formula, charge and spin) at 165.86 kcal/mol.

=====

Entry 2:
Formula: C6H17N2
Source: the OMol25 dataset
Level of theory: the ωB97M-V functional and the def2-TZVPD basis

Geometry as XYZ:
```
25
Properties=species:S:1:pos:R:3
H 0.52868 -1.17217 0.88416
H -2.76819 -1.77927 0.00825
H 2.81309 1.58930 -0.99661
C 0.40974 -0.58734 -0.00156
H 2.81201 1.58991 0.99818
C 2.13035 0.75275 1.18315
H -1.16505 -0.15755 2.11533
H -2.64239 0.43587 -1.30887
H -2.64142 0.42266 1.30272
C 2.13114 0.75221 -1.18158
H -1.31335 -2.27691 -0.88768
C -1.54459 0.39656 1.25044
H -1.16370 1.41934 1.21321
H 0.53570 -1.17551 -0.88472
C -1.54336 0.39961 -1.25097
N 1.29246 0.62039 0.00020
H 1.55286 1.06600 2.04961
N -1.12496 -0.34334 -0.00109
H 1.55476 1.06515 -2.04901
H -1.15976 -0.14622 -2.12274
H -1.16482 1.41923 -1.21649
C -1.67243 -1.74426 0.00035
H 2.73159 -0.13953 -1.45709
H -1.31896 -2.26803 0.89347
H 2.73063 -0.13882 1.45934
```

The calculation puts the molar mass at 117.216 g mol⁻¹. As for the SMILES: CN(C)C[N+](C)(C)C. As for the charge: +1. As for the orbital gap: 10.42 eV. The calculation puts the relative energy (zero: lowest compared OMol25 entry of this formula, charge and spin) at 27.83 kcal/mol.

=====

Entry 3:
Formula: C6H17N2
Source: the OMol25 dataset
Level of theory: the ωB97M-V functional and the def2-TZVPD basis

Geometry as XYZ:
```
25
Properties=species:S:1:pos:R:3
H 0.06230 -1.42077 2.67406
H -0.50060 1.91518 -1.70765
H 0.68328 -3.12075 1.61317
H 1.99366 -0.47247 0.68371
C 0.61623 1.17364 0.70326
H -2.63259 0.16568 -2.09697
H 2.25271 0.45435 -1.30812
H 0.88319 1.37313 1.73497
C 0.62308 -2.00062 1.73407
H 1.15653 2.03428 0.31616
H -0.87371 -0.84590 0.99337
N 0.05578 -1.20939 0.63506
H -0.82676 -0.47460 -1.84234
H -1.88735 2.21621 -0.93771
H 0.46737 0.06136 -2.05872
N -0.78528 1.22268 0.48587
C 1.04072 -0.24576 0.21927
C -1.21699 1.41637 -0.97218
C 1.43375 -0.20497 -1.36264
H 1.62873 -2.05573 1.79810
H -1.44905 1.75091 1.15672
H -2.19618 -0.46214 -0.51805
H -0.25449 -1.81358 -0.15448
C -1.72886 0.14132 -1.40886
H 1.99185 -1.07816 -1.67029
```

The calculation puts the molar mass at 117.216 g mol⁻¹. As for the SMILES: CCNC[C@H](C)[NH2+]C. As for the charge: +1. As for the orbital gap: 10.17 eV. The calculation puts the relative energy (zero: lowest compared OMol25 entry of this formula, charge and spin) at 98.96 kcal/mol.

=====

Entry 4:
Formula: C6H17N2
Source: the OMol25 dataset
Level of theory: the ωB97M-V functional and the def2-TZVPD basis

Geometry as XYZ:
```
25
Properties=species:S:1:pos:R:3
C 1.97967 1.10401 0.18504
H -1.43727 -0.76097 -1.26396
H -2.43575 0.15688 1.45955
H 2.79268 -1.62998 0.45657
H 0.17871 1.92981 0.65348
H -0.28467 -1.13859 1.85683
H 1.26481 -0.07786 -1.55132
H -2.35505 1.64826 -1.55558
H 2.21096 0.88675 1.23562
C -1.94517 -0.50190 0.74794
N 2.63704 -1.19898 -0.45298
H 1.29712 3.01861 0.23870
C -2.06866 -0.23575 -0.55142
H -3.49647 1.31062 -0.22419
H -0.79911 -2.34008 0.64168
C -1.15264 -1.61733 1.37701
H 3.51595 -0.77635 -0.75418
H -1.67739 -2.09657 2.19993
C -2.94150 0.87730 -1.05648
H 2.42593 -1.92365 -1.13667
H 2.89668 1.47705 -0.27760
H -3.70987 0.52812 -1.74653
C 1.51397 -0.16024 -0.49761
N 0.93268 2.10542 -0.00215
H 0.65736 -0.58458 0.01833
```

The calculation puts the molar mass at 117.216 g mol⁻¹. As for the charge: +1. As for the orbital gap: 8.43 eV. The calculation puts the relative energy (zero: lowest compared OMol25 entry of this formula, charge and spin) at 32.12 kcal/mol.

=====

Entry 5:
Formula: C6H17N2
Source: the OMol25 dataset
Level of theory: the ωB97M-V functional and the def2-TZVPD basis

Geometry as XYZ:
```
25
Properties=species:S:1:pos:R:3
C -1.14444 -1.21156 -1.16304
H 1.59239 -2.09672 0.06797
H -1.01995 -1.25523 0.96251
H 0.61029 3.37179 1.15769
H -1.36389 1.33843 -0.60850
H 0.29903 -3.21001 -0.59133
H -1.79340 1.31226 1.09209
H 0.53351 0.37614 1.50650
H -0.61397 2.77368 2.19387
C 0.25602 1.23079 0.90500
H 0.51513 -1.28013 -2.40272
C 0.34167 2.48820 1.74440
H -1.56836 -2.20185 -1.25302
H -1.52564 -0.59098 -1.97713
H 1.53849 2.05115 -0.53332
N 0.33334 -1.24167 -1.39628
H -2.48757 -0.83674 0.50269
H 1.75192 -2.80055 -1.51303
C 1.03624 -2.44218 -0.79387
C -1.47674 -0.61034 0.18948
N 1.32494 1.14357 -0.12946
H 1.00239 2.31021 2.57104
H 0.77439 -0.28711 -1.09036
H 2.21775 0.79972 0.21328
C -1.13354 0.86916 0.34554
```

The calculation puts the molar mass at 117.216 g mol⁻¹. As for the SMILES: C[NH2+]CCC[C@H](C)N. As for the charge: +1. As for the orbital gap: 11.15 eV. The calculation puts the relative energy (zero: lowest compared OMol25 entry of this formula, charge and spin) at 6.62 kcal/mol.

=====

Entry 6:
Formula: C6H17N2
Source: the OMol25 dataset
Level of theory: the ωB97M-V functional and the def2-TZVPD basis

Geometry as XYZ:
```
25
Properties=species:S:1:pos:R:3
H -1.06132 -0.54986 3.05539
H -0.93671 -1.36178 -0.04319
H -0.71734 2.23163 -3.04215
C 0.02474 0.47445 -0.56789
H 0.63834 0.35927 -2.56930
N 0.27138 -0.29121 -1.87223
H 0.41385 -1.33755 3.53460
H 0.95541 -2.67750 0.85509
H -1.00923 2.25697 -0.00847
H 0.99208 -0.99780 -1.71464
H -1.44212 -0.00290 0.94728
H -0.75122 3.55281 -1.86932
H 1.94833 -1.26639 0.25709
C -0.56747 -0.45211 0.47572
H 0.70592 2.67187 -2.04171
H 0.99091 0.88033 -0.31388
C 1.39143 -1.71664 1.08384
C -0.38414 2.54496 -2.05482
H 2.13448 -1.78557 1.87764
C -0.30781 -1.25190 2.71932
C -0.87618 1.64837 -0.90202
H -1.90224 1.34754 -1.15482
H -0.60435 -0.72682 -2.15740
H -0.69967 -2.25341 2.53938
N 0.38313 -0.74700 1.53484
```

The calculation puts the molar mass at 117.216 g mol⁻¹. As for the SMILES: CC[C@H]([NH3+])CN(C)C. As for the charge: +1. As for the orbital gap: 9.21 eV. The calculation puts the relative energy (zero: lowest compared OMol25 entry of this formula, charge and spin) at 20.98 kcal/mol.

=====

Entry 7:
Formula: C6H17N2O
Source: the OMol25 dataset
Level of theory: the ωB97M-V functional and the def2-TZVPD basis

Geometry as XYZ:
```
26
Properties=species:S:1:pos:R:3
H 0.85723 2.02434 0.01779
H 2.09125 -1.77106 -0.81020
H -1.41701 1.54918 -2.63605
H -0.98148 -0.21314 -2.57184
H 0.08067 -2.69936 2.85994
H 1.48730 0.08850 -2.25972
H -3.10953 -0.43519 -0.12312
N -2.72724 0.12841 0.62087
H 1.21764 -1.09229 1.84343
N 1.77328 -0.58252 1.09539
C 1.47832 -0.94068 -0.35442
C 0.55234 1.42363 -0.82983
H 2.62649 0.73310 -1.09304
C -0.85273 0.86582 -0.71951
H 1.55244 0.42535 1.21832
H 2.76846 -0.71108 1.30840
O 0.30361 -1.78318 3.06032
C 1.61455 0.26788 -1.18963
C -1.48011 0.60504 -2.03255
H -1.03242 0.89777 1.43655
H -0.44819 -1.46119 3.57133
C -1.40534 0.62438 0.48474
H -3.39922 0.76859 1.10018
H -2.56196 0.61278 -1.97512
H 0.42987 -1.44027 -0.35790
H 0.58177 2.11518 -1.66432
```

The calculation puts the molar mass at 133.215 g mol⁻¹. As for the charge: +1. As for the orbital gap: 8.39 eV. The calculation puts the relative energy (zero: lowest compared OMol25 entry of this formula, charge and spin) at 37.78 kcal/mol.

=====

Entry 8:
Formula: C6H17N3
Source: the OMol25 dataset
Level of theory: the ωB97M-V functional and the def2-TZVPD basis

Geometry as XYZ:
```
26
Properties=species:S:1:pos:R:3
H 1.57820 1.67054 -0.45041
H -2.07327 1.81453 2.26511
H 1.86072 -1.37081 -2.95405
H 0.69678 -1.01287 2.92384
H 0.22858 -1.82022 -2.44298
H -3.04776 -0.38609 1.58130
N 1.04751 -0.99680 -0.13138
C 1.08418 -0.24889 -1.26062
H 2.97484 0.79890 -1.07346
H -0.73436 2.44960 1.29566
H 2.00240 0.17408 1.30259
H 0.49987 -0.31105 -3.31379
C 0.91386 -0.97955 -2.55951
N -1.37809 0.54735 0.77523
H -2.38420 2.43038 0.62913
C 1.90832 1.00202 -1.24360
C -2.57364 -0.25068 0.60798
N 1.14733 -1.55008 2.18792
H 0.56523 -1.88435 -0.23274
C -1.66286 1.88267 1.25589
H 1.80975 1.51870 -2.19541
H -2.30069 -1.22800 0.21305
H 0.53628 -2.31203 1.91657
H -0.88566 0.60549 -0.11241
H -3.31374 0.20385 -0.07006
C 1.50043 -0.74667 1.08617
```

The calculation puts the molar mass at 131.223 g mol⁻¹. As for the charge: 0. As for the orbital gap: 6.50 eV. The calculation puts the relative energy (zero: lowest compared OMol25 entry of this formula, charge and spin) at 63.07 kcal/mol.

=====

Entry 9:
Formula: C6H17N3
Source: the OMol25 dataset
Level of theory: the ωB97M-V functional and the def2-TZVPD basis

Geometry as XYZ:
```
26
Properties=species:S:1:pos:R:3
H -1.38770 1.44853 1.80409
H 1.78798 -1.42123 -2.29063
C -0.36595 1.54364 1.68404
H 1.83850 1.70851 -0.39066
H 1.28709 -3.16293 -2.56853
H 0.00608 -1.41094 1.89350
C -1.55691 -2.48469 1.02722
C -0.66885 3.24978 0.09020
H 0.10606 0.87399 2.41089
C 0.30993 -1.50943 -0.12782
H -1.78586 -2.81406 0.05222
H 0.35908 -2.12994 -3.40904
N -0.40152 -1.59070 0.99232
H -0.74173 -2.79321 -1.34589
H -1.30228 -3.23985 1.72882
H -0.67139 2.98014 -1.03796
N 0.11323 -2.21550 -1.25576
H 1.32531 -0.93143 -0.08948
H 2.12238 1.87604 1.35958
H -2.33258 -1.90670 1.49981
H 2.06594 3.20908 0.40735
N 0.12719 2.27229 0.76435
C 1.55775 2.21814 0.55566
H -1.64148 3.21246 0.38825
C 0.90212 -2.14297 -2.50820
H -0.24523 4.33042 0.31420
```

The calculation puts the molar mass at 131.223 g mol⁻¹. As for the charge: +2. As for the orbital gap: 9.62 eV. The calculation puts the relative energy (zero: lowest compared OMol25 entry of this formula, charge and spin) at 8.70 kcal/mol.

=====

Repeat the fifth record exactly.
Formula: C6H17N2
Source: the OMol25 dataset
Level of theory: the ωB97M-V functional and the def2-TZVPD basis

Geometry as XYZ:
```
25
Properties=species:S:1:pos:R:3
C -1.14444 -1.21156 -1.16304
H 1.59239 -2.09672 0.06797
H -1.01995 -1.25523 0.96251
H 0.61029 3.37179 1.15769
H -1.36389 1.33843 -0.60850
H 0.29903 -3.21001 -0.59133
H -1.79340 1.31226 1.09209
H 0.53351 0.37614 1.50650
H -0.61397 2.77368 2.19387
C 0.25602 1.23079 0.90500
H 0.51513 -1.28013 -2.40272
C 0.34167 2.48820 1.74440
H -1.56836 -2.20185 -1.25302
H -1.52564 -0.59098 -1.97713
H 1.53849 2.05115 -0.53332
N 0.33334 -1.24167 -1.39628
H -2.48757 -0.83674 0.50269
H 1.75192 -2.80055 -1.51303
C 1.03624 -2.44218 -0.79387
C -1.47674 -0.61034 0.18948
N 1.32494 1.14357 -0.12946
H 1.00239 2.31021 2.57104
H 0.77439 -0.28711 -1.09036
H 2.21775 0.79972 0.21328
C -1.13354 0.86916 0.34554
```

The calculation puts the molar mass at 117.216 g mol⁻¹. As for the SMILES: C[NH2+]CCC[C@H](C)N. As for the charge: +1. As for the orbital gap: 11.15 eV. The calculation puts the relative energy (zero: lowest compared OMol25 entry of this formula, charge and spin) at 6.62 kcal/mol.